# 1
ORCA calculation (the ωB97M-V functional and the def2-TZVPD basis) on C8H17IrN10O2Si as an isolated structure.

## Properties
Kohn-Sham gap, eV: 7.5
Calculated total energy, eV: -38282.8535
HOMO level, eV: -8.7
LUMO energy, eV: -1.176
ΔE to the lowest compared entry with this formula, charge and spin, kcal/mol: 15.63

```
39
Properties=species:S:1:pos:R:3:forces:R:3
Ir -0.164786 -1.529830 0.256121 0.3525 -1.0718 0.0065
N 2.467465 -1.543612 2.420189 -0.0483 0.0344 -0.0383
C 2.722833 -1.577671 1.075508 0.1415 -0.1339 -0.0027
N 3.906914 -1.504052 0.516090 0.0117 -0.0391 -0.1847
N 3.653566 -1.557869 -0.817268 0.0468 0.0486 0.0952
N 2.401205 -1.653971 -1.053437 0.0073 -0.1120 0.1259
N 1.768743 -1.706257 0.149557 0.1461 0.4992 0.1562
C 1.198106 -1.551515 2.922823 0.0274 -0.0818 0.0502
N 0.871030 -1.468417 4.187855 -0.1383 -0.0298 0.0537
N -0.491705 -1.506933 4.194308 0.1069 0.0361 0.0040
N -0.965874 -1.600432 3.017086 0.1206 -0.0818 0.0309
N 0.095818 -1.663269 2.160016 -0.1287 0.1550 0.1244
H 3.242164 -1.457447 3.056679 -0.0119 0.0018 0.0168
C -0.869722 -0.954303 -2.961726 -0.0013 0.0052 0.0627
N -2.293371 -0.914840 -2.623048 0.0764 0.0518 -0.0620
C -3.208616 -0.168085 -3.490840 -0.0304 0.0060 0.0819
C -2.756083 -1.458862 -1.518616 0.0802 -0.0894 0.0824
O -2.070599 -2.058366 -0.659522 -0.1850 0.6327 -0.1021
H -0.765890 -0.955952 -4.043151 -0.0291 -0.0235 -0.0208
H -0.419950 -1.870970 -2.577710 -0.0246 0.0099 0.0080
H -0.344382 -0.100713 -2.535633 -0.0100 0.0106 -0.0193
H -2.679493 0.108798 -4.396563 -0.0055 -0.0201 -0.0229
H -3.557242 0.740513 -3.001547 0.0492 0.0216 -0.0098
H -4.066597 -0.782091 -3.759093 0.0047 -0.0129 -0.0070
H -3.841332 -1.395640 -1.393554 -0.0083 -0.0167 0.0165
C -0.324475 1.804866 2.320163 -0.1734 -0.2841 -0.0673
Si 0.299998 1.683587 0.568188 0.2654 0.3653 0.2268
C -0.401060 3.097686 -0.430386 -0.1211 -0.1977 -0.1431
C 2.158165 1.852891 0.603857 -0.0483 -0.2469 -0.1388
O -0.210604 0.306632 -0.211248 -0.6372 0.3152 -0.4759
H -0.116776 2.801289 2.715204 0.0123 0.0148 0.0000
H 0.155832 1.079040 2.979955 0.0163 0.0286 0.0396
H -1.402216 1.630585 2.376747 0.0291 0.0407 0.0273
H -0.107998 4.044297 0.027545 -0.0064 0.0212 -0.0213
H -1.492796 3.055735 -0.463449 0.0297 0.0415 0.0125
H -0.029430 3.083945 -1.457997 0.0051 0.0350 0.0293
H 2.419799 2.848308 0.969575 0.0272 0.0014 0.0076
H 2.596341 1.722599 -0.389010 0.0099 0.0287 0.0329
H 2.623013 1.120312 1.266334 0.0414 0.0360 0.0248
```
Positions in Å, forces in eV/Å.

# 2
ORCA calculation (the ωB97M-V functional and the def2-TZVPD basis) on C8H17IrOP2 as an isolated structure.

## Properties
Kohn-Sham gap (spin up / spin down), eV: 3.8 / 6.8
Multiplicity: 5
Calculated total energy, eV: -32027.7252
HOMO level (spin up / spin down), eV: -3.4 / -7.6
LUMO energy (spin up / spin down), eV: 0.454 / -0.739
ΔE to the lowest compared entry with this formula, charge and spin, kcal/mol: 35.77

```
29
Properties=species:S:1:pos:R:3:forces:R:3
C -0.534125 0.332703 -0.925623 -0.5070 0.8586 -0.5446
C -1.299169 1.602846 -1.509005 -0.1256 -2.1614 1.2009
C -0.385077 2.590386 -1.874552 4.0907 -0.5345 0.4021
C 0.948211 2.105640 -1.592504 -2.2856 3.1863 -1.1265
C 0.888012 0.751314 -1.208821 -0.9081 -3.2176 1.0930
Ir -0.045329 -0.685928 1.082932 -0.5111 -0.1143 -3.5051
P 0.041086 -2.560894 0.176196 0.0118 -2.5854 0.1721
H -0.908957 -0.573629 -1.437871 0.3478 0.2893 -0.2637
H -2.377137 1.599579 -1.634555 0.2103 0.1935 -0.0257
H -0.540295 3.548260 -2.346984 -0.3151 0.0689 0.2222
H 1.680541 0.013919 -1.018634 0.0204 0.8085 -0.3813
H 1.857251 2.702237 -1.602251 -0.2669 -0.0636 -0.2768
H 1.255807 -2.932277 -0.488262 -0.6174 -0.1593 -0.0242
H -0.977466 -3.032500 -0.713247 0.5161 -0.1791 -0.0243
H -0.000188 -3.552219 1.218799 0.0044 -0.2661 -0.8927
C 0.007952 1.689032 4.577194 0.1179 0.1551 0.6091
P 0.247268 0.289834 3.459268 0.0328 0.5052 -1.6404
C 1.774059 -0.615004 3.853387 0.3441 0.1187 0.2683
C -1.112709 -0.920851 3.654990 -0.0095 0.2084 0.4236
O 0.256709 0.967035 2.031257 0.3994 2.4878 4.2254
H -0.860824 2.272790 4.241954 0.2797 -0.2535 -0.0633
H 0.899638 2.330137 4.543990 -0.2325 -0.1554 -0.1693
H -0.149119 1.419856 5.627276 0.0151 -0.1729 -0.1725
H 1.700552 -1.154691 4.806321 -0.1418 0.2606 -0.0370
H 1.969179 -1.364534 3.069581 -0.1610 0.4918 0.2092
H 2.615287 0.089421 3.916192 -0.1817 -0.1778 -0.0817
H -1.645069 -1.088734 2.689281 0.0512 0.3282 0.4887
H -0.716399 -1.887781 3.972195 0.0979 0.1714 0.0416
H -1.796488 -0.549846 4.424094 -0.2761 -0.0914 -0.1272
```
Positions in Å, forces in eV/Å.

# 3
ORCA calculation (the ωB97M-V functional and the def2-TZVPD basis) on a 3-piece molecular cluster, C8H17N overall.

## Properties
Kohn-Sham gap (spin up / spin down), eV: 6.9 / 6.9
Calculated total energy, eV: -10056.1782
HOMO level (spin up / spin down), eV: -6.1 / -6.1
LUMO energy (spin up / spin down), eV: 0.814 / 0.814
ΔE to the lowest compared entry with this formula, charge and spin, kcal/mol: 123.18

```
26
Properties=species:S:1:pos:R:3:forces:R:3
C -0.597092 -0.074701 0.023763 0.8802 -2.4053 2.3384
C 0.682526 -0.053825 -0.534269 -0.5743 1.6357 -2.1919
C 0.404731 -1.578043 1.306205 -1.2637 0.5494 -0.3445
C -0.970506 0.929639 1.082071 0.0696 -0.0147 -0.1880
C -1.733396 -0.874460 -0.551885 0.2035 0.0173 0.0200
C 1.676965 -1.223953 2.033278 0.0354 0.1427 -0.0873
N 1.171302 -0.888778 -1.492621 -0.2342 0.1472 0.9019
C -0.393657 1.557903 -1.792669 0.9036 -0.1232 0.2626
C -0.179387 2.855744 -1.612773 -0.0052 -0.0105 -0.1630
H 1.424341 0.565000 -0.046276 -0.0565 0.0208 -0.0298
H 0.516136 -1.410536 -2.052095 0.2999 0.1062 -0.0981
H 2.092245 -0.689346 -1.845449 -0.2784 -0.1213 -0.1808
H -0.458008 -1.654458 1.965410 0.0476 -0.1419 0.1161
H 0.483050 -2.457166 0.670161 -0.0011 0.0186 -0.0177
H -0.700992 1.195521 -2.779043 0.0352 0.0406 -0.0880
H -1.493109 0.437917 1.905730 0.0260 -0.0073 -0.0739
H -0.095445 1.440916 1.484230 0.0085 -0.0384 -0.0239
H -1.634365 1.682427 0.655944 0.0171 0.0084 -0.0505
H -2.191261 -1.483048 0.232215 0.0159 0.0816 -0.0396
H -2.491864 -0.199881 -0.950929 0.0271 0.0534 -0.0123
H -1.428706 -1.547733 -1.353697 0.0168 0.0200 0.0282
H 2.540703 -1.220134 1.361828 -0.0246 0.0338 0.0193
H 1.908390 -1.936271 2.837351 -0.0707 0.0530 -0.1187
H 1.612851 -0.237234 2.503942 0.0136 -0.0167 -0.0196
H -0.278068 3.605611 -2.402580 -0.1619 -0.0082 0.0743
H 0.132618 3.258890 -0.647843 0.0704 -0.0411 -0.0334
```
Positions in Å, forces in eV/Å.

# 4
ORCA calculation (the ωB97M-V functional and the def2-TZVPD basis) on an isolated ion of composition C8H17N2O and charge +1.

## Properties
Total charge: +1
SMILES string: CCN1C[C@H](C)OC1=[N+](C)C
Kohn-Sham gap, eV: 10.7
Calculated total energy, eV: -13591.0916
HOMO level, eV: -13.1
LUMO energy, eV: -2.455
ΔE to the lowest compared entry with this formula, charge and spin, kcal/mol: 43.29

```
28
Properties=species:S:1:pos:R:3:forces:R:3
C 0.586444 0.120746 0.737950 -6.4961 -2.7341 -3.0043
C -1.557479 0.722413 -0.092223 0.6175 0.4737 -0.7643
C -0.951283 1.794787 0.750234 0.0106 0.0625 -2.0656
C -0.947733 3.091694 0.062164 1.8504 3.6359 -0.9911
C -1.858033 -1.451872 -1.867726 0.2357 0.2913 0.2094
C 2.785161 0.251863 1.659457 -0.6634 -2.0507 1.2147
C 2.013775 -1.924172 0.872716 -2.7956 -2.8883 -1.5642
C -1.316272 -1.673758 -0.483818 2.3184 -0.4880 2.1889
N -0.676528 -0.384342 0.053462 3.8837 0.1294 1.1392
N 1.596829 -0.590937 1.079126 3.6698 3.1656 1.1274
O 0.385353 1.377054 1.023252 2.3051 -0.7016 0.2034
H -2.538153 0.368113 0.143056 -0.8850 0.3797 0.5231
H -1.579433 1.155334 -1.088472 -0.0962 -0.3898 -0.4766
H -1.387937 1.795284 1.653717 -1.6703 0.4856 3.3811
H -0.277339 3.139672 -0.859094 -0.6657 -0.6464 1.1057
H -0.568445 3.996238 0.663624 -0.5607 -1.5845 -0.4204
H -1.901957 3.428139 -0.333281 -0.4268 -0.4337 0.2864
H -2.044998 -0.395088 -2.042860 -0.7286 -0.2622 0.0985
H -1.146494 -1.660263 -2.631822 0.6011 -0.6979 -0.5506
H -2.736172 -2.072324 -1.953455 -0.3236 0.0473 -0.4819
H 2.872350 -0.061938 2.800268 0.0361 0.9520 -2.5559
H 3.667932 0.001722 1.050563 -0.2772 -0.2614 0.5511
H 2.589902 1.281734 1.465336 -0.2271 0.6723 0.4676
H 2.544854 -2.238534 -0.027404 -0.1638 1.0635 -0.5869
H 2.661058 -2.261711 1.612338 0.9285 -0.0742 1.8518
H 1.120511 -2.602596 0.910285 0.7654 0.5511 0.0788
H -0.529087 -2.555106 -0.393496 -1.9120 1.8180 -0.2221
H -2.144359 -1.790112 0.263489 0.6698 -0.5153 -0.7431
```
Positions in Å, forces in eV/Å.